Record 1
Here is a structure of composition C43H47GeN5O14P2Ta from the Open Molecules 2025 dataset. Energies are from ωB97M-V/def2-TZVPD.

## Properties
net charge = +1
E_HOMO = -0.375 Ha
Kohn-Sham gap = 6.3 eV
2S+1 = 1

Last column: Mulliken charge in e.
Cartesian coordinates (Å):
1 Ta 0.8114 1.0699 0.4979  1.536
2 C 0.3420 3.5554 4.3367  -2.034
3 C 0.5884 2.0103 4.5116  1.086
4 O 0.4771 1.6820 5.8984  -0.621
5 P -0.7607 1.1087 3.6720  0.447
6 O -0.6435 -0.3881 4.1685  -0.572
7 O -2.0925 1.6665 4.3661  -0.529
8 O -0.6968 1.2558 2.2195  -0.683
9 P 2.1843 1.6455 3.7692  0.579
10 O 2.9893 3.0340 4.1125  -0.567
11 O 2.8770 0.4350 4.2134  -0.740
12 O 1.9928 1.6070 2.1705  -0.233
13 H -0.6775 3.7095 4.6380  0.525
14 H 0.4939 3.8666 3.3100  0.419
15 H 1.0179 4.0661 5.0245  0.383
16 H 1.1417 0.9849 6.0990  0.425
17 H -1.1513 -0.6689 4.9905  0.369
18 H -2.6674 2.1878 3.7531  0.382
19 H 3.9427 2.8142 4.1624  0.374
20 C -8.3717 -9.4236 1.0733  -0.778
21 O -7.0319 -9.2741 1.5089  -0.380
22 C -6.3033 -8.1525 1.1267  0.772
23 C -5.0830 -7.9854 1.8594  -0.836
24 C -4.4348 -6.7931 1.6384  -0.324
25 C -4.8861 -5.7795 0.7596  -0.033
26 C -6.1394 -5.9545 0.2119  -0.376
27 C -6.8534 -7.1426 0.3568  -0.753
28 C -4.0593 -4.6296 0.6234  0.266
29 N -2.8079 -4.6087 1.1281  -0.698
30 C -2.4199 -3.3334 0.9577  0.636
31 C -3.3976 -2.4962 0.3912  -0.004
32 N -4.4491 -3.3956 0.1631  -0.168
33 C -3.1523 -1.1902 -0.0249  0.171
34 C -3.9771 -0.3719 -0.7676  -0.460
35 C -3.4360 0.7873 -1.3438  -1.470
36 C -2.1250 1.1798 -1.0154  -0.480
37 N -1.3403 0.4522 -0.1638  0.236
38 C -1.8026 -0.7433 0.2094  0.582
39 C -0.8766 -1.5373 0.9947  -0.348
40 N 0.4602 -1.0287 1.2370  0.629
41 C 1.2929 -1.8373 1.9037  0.422
42 C 1.0423 -3.2394 2.1040  -1.565
43 C -0.1731 -3.7737 1.7739  -0.479
44 C -1.1568 -2.8717 1.3209  0.667
45 H -8.6978 -10.3539 1.5958  0.233
46 H -8.4728 -9.5515 -0.0286  0.324
47 H -8.9861 -8.5670 1.3041  0.346
48 H -4.7178 -8.7496 2.5620  0.408
49 H -3.5337 -6.5569 2.1551  0.515
50 H -6.5889 -5.2778 -0.4940  0.332
51 H -7.8520 -7.1407 -0.0338  0.401
52 H -5.4311 -3.2228 -0.0032  0.298
53 H -5.0283 -0.6326 -0.8141  0.491
54 H -4.0506 1.3964 -2.0204  0.449
55 H -1.6826 2.1272 -1.3228  0.328
56 H 2.2159 -1.3818 2.3006  0.165
57 H 1.8046 -3.8220 2.6505  0.440
58 H -0.4281 -4.8149 1.8043  0.646
59 C 3.9756 3.1197 -0.7156  -0.556
60 Ge 4.3337 1.2372 -0.2352  1.091
61 C 5.3550 0.3503 -1.6875  -1.298
62 C 5.3270 1.2073 1.4835  -1.454
63 C 2.7904 0.0713 0.1048  -1.604
64 H 4.7207 3.3922 -1.4764  0.590
65 H 3.8959 3.8199 0.1504  0.158
66 H 3.0096 3.1289 -1.2038  -0.414
67 H 5.8986 -0.5274 -1.3774  0.392
68 H 6.0883 1.0337 -2.1137  0.433
69 H 4.6553 0.0894 -2.5209  0.244
70 H 5.6344 2.2111 1.7207  0.383
71 H 6.2336 0.6212 1.4136  0.466
72 H 4.8045 0.8349 2.3711  0.345
73 H 3.1832 -0.4918 0.9739  0.273
74 H 2.7876 -0.5305 -0.7996  0.735
75 C 1.8017 0.1759 -8.0980  -1.352
76 C 1.8312 0.1003 -6.5993  0.335
77 C 1.5637 1.2501 -5.8616  -0.936
78 C 1.3160 1.3115 -4.4485  0.339
79 C 1.1313 2.6465 -3.8269  -1.001
80 C 1.3643 0.1226 -3.7580  0.934
81 C 1.7884 -1.1019 -4.4167  0.503
82 C 2.1557 -2.4419 -3.7529  -1.831
83 C 2.0704 -1.0518 -5.8110  -0.678
84 C 0.6539 -0.0587 -2.4213  -0.368
85 O -0.0053 -1.0664 -2.2280  -0.574
86 O 0.8799 0.9363 -1.5684  0.713
87 H 0.8476 0.2277 -8.5782  0.288
88 H 2.3738 -0.6914 -8.5881  0.334
89 H 2.2986 1.1425 -8.3923  0.343
90 H 1.5042 2.1520 -6.4208  0.413
91 H 1.4691 3.3075 -4.6063  0.559
92 H 1.6889 2.8698 -2.9000  -0.168
93 H 0.0799 2.9362 -3.6517  0.265
94 H 3.2444 -2.5186 -3.6361  0.310
95 H 1.8928 -3.2214 -4.4497  0.543
96 H 1.6930 -2.5623 -2.7752  0.187
97 H 2.2988 -2.0051 -6.3125  0.300
98 O -1.0762 4.1841 -0.7427  -0.743
99 C -0.0164 4.1488 -0.1063  -0.121
100 O 0.7264 2.9982 0.0777  1.193
101 C 0.7388 5.2969 0.4446  0.398
102 C 0.3446 6.6063 0.0926  -0.741
103 C 1.1504 7.7167 0.3763  -0.651
104 C 2.2320 7.4695 1.1914  -0.086
105 C 2.5781 6.1908 1.6767  -0.908
106 C 1.8110 5.1097 1.3246  -0.174
107 N 2.9568 8.5796 1.7811  0.951
108 O 3.8182 8.3952 2.6521  -0.570
109 O 2.7134 9.7032 1.2605  -0.578
110 H -0.4615 6.6325 -0.6064  0.530
111 H 0.9633 8.7067 -0.0118  0.538
112 H 3.4613 6.1515 2.3607  0.454
113 H 2.1867 4.1324 1.6462  1.117

Record 2
Here is a cluster of 2 separate species, C3H9O in total from the Open Molecules 2025 dataset. Energies are from ωB97M-V/def2-TZVPD.

## Properties
net charge = -1
E_HOMO = -0.070 Ha
Kohn-Sham gap = 6.5 eV
2S+1 = 1

Last column: Mulliken charge in e.
Cartesian coordinates (Å):
1 C 2.6911 0.9207 -0.1935  -0.917
2 H 1.7815 1.1425 0.3541  0.217
3 H 3.2648 0.0971 0.2069  0.198
4 H 2.4062 0.7967 -1.2333  0.198
5 H 3.2763 1.8547 -0.1083  0.290
6 C -1.3022 -0.5824 -0.5614  -0.405
7 O -0.0290 -0.1221 -0.5898  -0.753
8 C -2.0548 -0.6625 0.8001  -0.873
9 H -1.8752 0.2308 -1.1250  0.142
10 H -1.4940 -1.5479 -1.0866  0.159
11 H -1.3327 -0.6903 1.6350  0.236
12 H -2.7162 0.1605 1.1045  0.244
13 H -2.6157 -1.5978 0.7974  0.265

Record 3
Here is a structure of composition C17H24F6N6O3RuSSb from the Open Molecules 2025 dataset. Energies are from ωB97M-V/def2-TZVPD.

## Properties
E_HOMO (spin up / spin down) = -0.304 / -0.296 Ha
Kohn-Sham gap (spin up / spin down) = 7.9 / 7.8 eV
⟨S²⟩ = 0.896
2S+1 = 2

Last column: Mulliken charge in e.
Cartesian coordinates (Å):
1 Ru 1.1833 0.4202 0.3717  0.936
2 O 1.4782 2.3585 0.7203  -0.637
3 N 0.3924 3.0752 0.7072  -0.484
4 N -0.6587 2.4144 0.4558  1.290
5 O -0.6671 1.0835 0.3015  -0.569
6 C -1.9354 3.0801 0.3781  0.213
7 C -3.0515 2.3067 0.1130  -0.302
8 C -4.2873 2.9332 0.0217  -0.686
9 C -4.3960 4.3041 0.1928  -0.480
10 C -3.2624 5.0594 0.4660  -0.549
11 C -2.0201 4.4537 0.5636  -0.456
12 H -2.9486 1.2372 0.0063  0.518
13 H -5.1693 2.3373 -0.1736  0.386
14 H -5.3631 4.7849 0.1230  0.397
15 H -3.3437 6.1281 0.6114  0.397
16 H -1.1336 5.0303 0.7839  0.473
17 C -2.1841 -0.6416 -4.8647  -1.256
18 C -1.2335 0.1176 -3.9907  0.891
19 C -1.3357 1.4951 -3.8143  -0.757
20 C -0.4280 2.1020 -2.9679  -0.262
21 N 0.5003 1.3930 -2.3346  -0.298
22 C 0.5073 0.1026 -2.5614  0.593
23 S 1.7248 -0.7614 -1.5331  -0.377
24 N -0.2838 -0.5878 -3.3542  -0.470
25 H -2.3680 -0.1114 -5.7991  0.376
26 H -3.1429 -0.7556 -4.3545  0.291
27 H -1.7881 -1.6317 -5.0753  0.340
28 H -2.1028 2.0659 -4.3194  0.411
29 H -0.4496 3.1682 -2.7727  0.475
30 N 3.8079 1.3936 2.2564  -0.369
31 C 3.5149 0.0821 2.1688  0.524
32 N 3.9265 -0.7516 3.1369  -0.413
33 O 2.9129 -0.3938 1.1693  -0.460
34 H 4.0216 1.7769 3.1616  0.226
35 H 3.2937 2.0045 1.6341  0.240
36 H 4.2255 -0.3701 4.0179  0.258
37 H 3.3914 -1.6081 3.1923  0.217
38 C 0.4077 -4.2818 -0.9903  -1.944
39 C 1.3458 -3.2494 -0.3456  2.425
40 C 1.3596 -3.4703 1.1694  -1.380
41 C 2.7629 -3.4441 -0.8822  -2.027
42 C 0.7912 -1.8792 -0.7014  -0.800
43 H 0.7641 -5.2924 -0.7759  0.435
44 H 0.3615 -4.1524 -2.0743  0.386
45 H -0.6031 -4.1865 -0.5879  0.417
46 H 1.6342 -4.5063 1.3875  0.484
47 H 0.3865 -3.2698 1.6086  0.325
48 H 2.0801 -2.8075 1.6432  -0.046
49 H 3.0949 -4.4600 -0.6614  0.467
50 H 3.4656 -2.7552 -0.4049  0.379
51 H 2.8140 -3.2994 -1.9644  0.476
52 H -0.2729 -1.6870 -0.6388  0.814
53 F -0.6219 -1.4203 1.8868  -0.573
54 Sb -0.2749 -0.9201 3.6843  2.475
55 F 1.2841 -2.0074 3.5984  -0.595
56 F 0.7382 0.5492 2.9655  -0.663
57 F 0.2429 -0.4387 5.4216  -0.558
58 F -1.7630 0.2252 3.7179  -0.571
59 F -1.3246 -2.3420 4.3062  -0.553

Record 4
Here is a cluster of 2 separate species, CH5N4O2 in total from the Open Molecules 2025 dataset. Energies are from ωB97M-V/def2-TZVPD.

## Properties
net charge = -1
E_HOMO (spin up / spin down) = -0.134 / -0.134 Ha
Kohn-Sham gap (spin up / spin down) = 8.2 / 8.2 eV
2S+1 = 1

Last column: Mulliken charge in e.
Cartesian coordinates (Å):
1 C 1.5544 0.1059 -0.1856  0.548
2 N -1.2663 1.4771 -0.2000  -0.618
3 N -0.5196 -1.7911 -0.2201  -0.619
4 N -0.6371 0.6182 0.7945  -0.059
5 N 0.3500 -0.2461 0.6160  -0.146
6 O 2.3011 -0.8057 -0.5246  -0.708
7 O 1.6498 1.3075 -0.4120  -0.674
8 H -1.0053 2.3876 0.1356  0.273
9 H -0.7894 1.4085 -1.0701  0.309
10 H -0.6713 -2.5924 0.3962  0.160
11 H 0.3037 -1.9261 -0.8524  0.259
12 H -1.2700 0.0566 1.5223  0.275

Record 5
Here is the molecule C3H7N3 from the Open Molecules 2025 dataset. Energies are from ωB97M-V/def2-TZVPD.

## Properties
SMILES = C=NN/C=N/C
E_HOMO = -0.327 Ha
Kohn-Sham gap = 9.9 eV
2S+1 = 1

Last column: Mulliken charge in e.
Cartesian coordinates (Å):
1 C -0.9657 2.0805 2.1333  -0.313
2 N -0.5323 0.8631 1.7266  -0.401
3 N -0.8122 0.4697 0.4304  -0.002
4 C 0.0685 -0.4149 -0.2006  -0.009
5 N 0.0760 -0.7106 -1.4175  -0.429
6 C 1.0167 -1.7594 -1.7690  -0.683
7 H -1.5669 2.6346 1.4060  0.205
8 H -0.8687 2.4548 3.1477  0.277
9 H -1.1385 1.2843 -0.2135  0.309
10 H 0.8398 -0.8384 0.5282  0.233
11 H 0.5078 -2.6033 -2.1752  0.249
12 H 1.7311 -2.0001 -0.9972  0.315
13 H 1.6444 -1.4602 -2.5991  0.249

Record 6
Here is a cluster of 2 separate species, C9H14 in total from the Open Molecules 2025 dataset. Energies are from ωB97M-V/def2-TZVPD.

## Properties
SMILES = Cc1ccccc1.CC
E_HOMO = -0.317 Ha
Kohn-Sham gap = 9.6 eV
2S+1 = 1

Last column: Mulliken charge in e.
Cartesian coordinates (Å):
1 C -2.1588 -1.4658 -2.4961  -1.691
2 C -1.2639 -1.6543 -1.3725  1.053
3 C 0.1367 -1.2701 -1.4988  -0.644
4 C 0.9699 -1.2672 -0.4113  -0.247
5 C 0.5032 -1.6191 0.8982  -0.741
6 C -0.8314 -1.9575 0.9870  -0.202
7 C -1.8140 -1.9605 -0.0253  -0.738
8 H -2.1838 -2.4567 -2.9296  0.356
9 H -1.7715 -1.0299 -3.3147  0.461
10 H -3.1365 -1.1505 -2.4497  0.410
11 H 0.4700 -0.9736 -2.4075  0.452
12 H 2.0839 -1.0817 -0.5290  0.277
13 H 1.0517 -1.4680 1.7682  0.509
14 H -1.1799 -2.0770 2.0008  0.292
15 H -2.8269 -2.2109 0.1063  0.452
16 C 1.1337 3.4743 1.0746  -0.962
17 C 1.9333 2.5136 1.9018  -0.560
18 H 1.0202 4.4475 1.3477  0.374
19 H 1.3816 3.2858 0.0464  0.246
20 H 0.0565 3.2465 1.0280  0.304
21 H 2.3425 2.9875 2.8322  0.292
22 H 2.8180 2.0893 1.2945  0.220
23 H 1.2656 1.5984 2.1485  0.087

Record 7
Here is the molecule C4H6N2O from the Open Molecules 2025 dataset. Energies are from ωB97M-V/def2-TZVPD.

## Properties
SMILES = [H]/N=C\C(=O)/C=C\N
E_HOMO (spin up / spin down) = -0.340 / -0.340 Ha
Kohn-Sham gap (spin up / spin down) = 8.4 / 8.4 eV
2S+1 = 1

Last column: Mulliken charge in e.
Cartesian coordinates (Å):
1 H 1.7373 -0.2357 0.4384  0.356
2 N 1.5394 0.2330 1.3383  -0.614
3 C 0.4575 0.9194 1.2398  -0.120
4 C -0.1006 1.5253 -0.1714  0.436
5 O -0.0720 2.7278 -0.3072  -0.528
6 C -0.7490 0.5239 -0.9705  -0.333
7 C -0.7598 -0.7704 -0.5163  -0.145
8 N 0.2656 -1.6581 -0.4009  -0.584
9 H 0.1109 1.4951 2.1116  0.363
10 H -1.5024 0.8653 -1.6751  0.333
11 H -1.7214 -1.2878 -0.5549  0.348
12 H 0.4789 -1.9346 0.5583  0.267
13 H 0.3158 -2.4031 -1.0901  0.223

Record 8
Here is a structure of composition C46H45BN7O6S2SbTi from the Open Molecules 2025 dataset. Energies are from ωB97M-V/def2-TZVPD.

## Properties
net charge = -2
E_HOMO = -0.058 Ha
Kohn-Sham gap = 5.5 eV
2S+1 = 1

Last column: Mulliken charge in e.
Cartesian coordinates (Å):
1 Ti 0.8061 -0.5900 -0.3727  -0.375
2 O -0.5288 -1.9909 -0.3439  -0.148
3 C -0.3372 -3.1606 0.2090  1.158
4 C -1.3962 -3.8093 0.8755  -0.718
5 C -1.1873 -5.0121 1.5009  -0.282
6 C 0.0625 -5.6536 1.4600  -0.887
7 C 1.0827 -5.0768 0.7463  -0.465
8 C 0.9065 -3.8391 0.1070  0.720
9 C 1.8863 -3.3529 -0.8312  -1.277
10 N 1.7856 -2.1717 -1.3149  1.222
11 N 2.3924 -1.8790 -2.5217  -1.072
12 C 1.8943 -0.7497 -2.9092  0.262
13 O 0.9806 -0.1251 -2.2197  -0.196
14 C 2.3210 -0.1403 -4.1900  0.387
15 C 1.6946 1.0198 -4.6249  -0.315
16 C 2.1224 1.6392 -5.7933  -1.067
17 C 3.1733 1.1006 -6.5204  -0.347
18 C 3.7919 -0.0680 -6.0874  -0.795
19 C 3.3678 -0.6890 -4.9241  0.009
20 H -2.3525 -3.3031 0.9053  0.339
21 H -2.0052 -5.4706 2.0447  0.410
22 H 0.2127 -6.5954 1.9716  0.359
23 H 2.0469 -5.5682 0.6676  0.420
24 H 2.6225 -4.0301 -1.2568  0.421
25 H 0.8880 1.4337 -4.0332  0.656
26 H 1.6358 2.5462 -6.1281  0.404
27 H 3.5221 1.5971 -7.4183  0.384
28 H 4.6137 -0.4888 -6.6544  0.383
29 H 3.8462 -1.5858 -4.5539  0.409
30 C 6.8670 2.2720 -3.3222  -1.358
31 C 5.3967 2.0878 -2.9449  0.630
32 C 5.2043 1.2404 -1.7280  0.372
33 N 4.6747 0.0687 -1.7480  -0.125
34 N 4.5287 -0.5036 -0.5034  -0.545
35 C 4.9776 0.2640 0.4423  0.404
36 N 4.9710 -0.0715 1.7670  -0.491
37 S 5.6286 1.7687 -0.1251  -0.252
38 H 6.9590 2.8751 -4.2280  0.416
39 H 7.3423 1.3059 -3.5040  0.337
40 H 7.4200 2.7742 -2.5251  0.321
41 H 4.8507 1.6010 -3.7543  -0.524
42 H 4.9261 3.0573 -2.7682  0.164
43 H 4.2808 -0.7922 2.0039  0.265
44 H 4.9502 0.7132 2.3962  0.272
45 S -1.0684 1.0138 -0.3118  -0.657
46 Sb -3.0341 -0.3505 -0.1747  0.367
47 C -3.2642 -0.6766 -2.4325  -0.349
48 C -2.2515 -0.4992 -3.3778  0.440
49 C -2.4906 -0.6240 -4.7435  -0.620
50 C -3.7656 -0.9302 -5.2044  -0.455
51 C -4.7900 -1.1203 -4.2842  -0.711
52 C -4.5321 -0.9933 -2.9233  -0.055
53 C -4.4972 1.2308 -0.4343  0.663
54 C -5.8345 0.9674 -0.1388  -0.355
55 C -6.8108 1.9474 -0.2662  -0.626
56 C -6.4607 3.2249 -0.6854  -0.459
57 C -5.1317 3.5055 -0.9756  -0.575
58 C -4.1614 2.5172 -0.8511  -0.633
59 C -3.5185 0.3582 2.5209  -0.088
60 C -4.5733 -0.1980 3.2570  -0.980
61 C -5.0248 0.3146 4.4731  -0.530
62 C -4.4082 1.4332 5.0209  -0.359
63 C -3.3545 2.0252 4.3303  -0.522
64 C -2.9329 1.4958 3.1117  0.296
65 H -1.2531 -0.2449 -3.0390  -0.070
66 H -1.6809 -0.4702 -5.4509  0.444
67 H -3.9608 -1.0156 -6.2683  0.330
68 H -5.7920 -1.3582 -4.6299  0.336
69 H -5.3558 -1.1393 -2.2246  0.206
70 H -6.1212 -0.0199 0.2147  0.361
71 H -7.8437 1.7184 -0.0256  0.365
72 H -7.2166 3.9979 -0.7749  0.339
73 H -4.8469 4.5020 -1.2968  0.390
74 H -3.1260 2.7493 -1.0775  0.329
75 H -5.0823 -1.0853 2.8660  0.159
76 H -5.8516 -0.1585 4.9989  0.366
77 H -4.7446 1.8384 5.9703  0.336
78 H -2.8615 2.9002 4.7489  0.381
79 H -2.1041 1.9824 2.5985  0.199
80 O -0.9207 -0.8118 2.1754  2.231
81 C -0.6316 -1.6036 3.1969  0.916
82 C -1.5949 -1.9591 4.1554  -0.844
83 C -1.2874 -2.8621 5.1519  -0.569
84 C -0.0122 -3.4226 5.2405  -0.964
85 C 0.9511 -3.0323 4.3280  -0.830
86 C 0.6716 -2.1221 3.3084  0.465
87 C 1.8059 -1.7138 2.4182  0.082
88 O 2.9620 -1.8588 2.8033  -1.044
89 O 1.5039 -1.1744 1.2777  1.247
90 H -1.8184 -0.3755 2.2183  -1.418
91 H -2.5837 -1.5203 4.0753  0.095
92 H -2.0541 -3.1400 5.8671  0.429
93 H 0.2238 -4.1445 6.0129  0.333
94 H 1.9628 -3.4111 4.3924  0.422
95 B 2.6428 3.8264 -0.4785  0.993
96 C 2.2299 2.3053 -0.3170  -0.415
97 N 1.9571 1.1971 -0.1561  -0.459
98 H 1.6421 4.4921 -0.3034  -0.222
99 H 3.0960 3.9916 -1.5933  -0.242
100 H 3.4817 4.0608 0.3729  -0.198
101 C 1.1706 1.9362 4.9757  -1.140
102 C 1.2344 2.1697 3.4791  0.589
103 N 1.8718 3.3088 3.0783  -0.346
104 O 0.7363 1.3825 2.7035  -0.270
105 H 1.6163 2.7386 5.5665  0.389
106 H 1.6798 0.9973 5.1951  0.226
107 H 0.1230 1.8171 5.2513  0.225
108 H 2.2948 3.9306 3.7380  0.141
109 H 1.9651 3.5113 2.0982  0.035

The records above give, respectively, relative energy (zero: lowest compared OMol25 entry of this formula, charge and spin) values of 0.0, 13.4, 35.1, 45.9, 51.3, 48.3, 92.8, 27.9 kcal per mole.
The records above give, respectively, strongest force on any atom values of 0.0702, 0.0533, 0.0416, 0.0733, 0.0949, 0.1130, 0.0794, 0.0425 Eh/bohr.
The records above give, respectively, DFT total energy values of -5810.65093, -194.89314, -2549.03056, -410.51760, -282.69253, -351.25324, -340.64708, -4525.80139 Eh.